# 1
33
Properties=species:S:1:pos:R:3:lowdin_charge:R:1 method="wB97M-V/def2-TZVPD" e_lumo_ev=-0.5 total_charge=0 multiplicity=1 homo_energy_ev=-8.0
Rb -4.086 10.674 -25.278 0.958
B -1.492 10.137 -27.458 -0.451
H -2.067 9.855 -28.326 -0.088
H -2.000 9.943 -26.526 -0.207
H -0.595 9.538 -27.427 -0.084
H -1.324 11.201 -27.509 -0.090
C -5.834 14.026 -25.454 -0.231
C -6.797 15.235 -25.305 -0.204
O -7.977 15.116 -26.151 -0.056
O -6.121 12.782 -24.841 -0.169
H -4.827 14.222 -25.087 0.116
H -5.675 13.834 -26.515 0.127
H -6.314 16.161 -25.617 0.117
H -6.992 15.441 -24.253 0.116
H -8.586 14.832 -25.465 0.075
H -6.116 12.785 -23.881 0.085
C -1.181 11.823 -21.462 -0.054
C -1.069 11.150 -22.898 -0.359
C -1.577 9.588 -22.838 -0.201
O -2.875 9.702 -22.428 -0.251
C -3.409 8.577 -21.608 -0.036
N -1.787 11.939 -23.862 -0.039
H -0.690 12.787 -21.334 0.067
H -0.837 11.111 -20.712 0.067
H -2.171 11.995 -21.040 0.064
H -0.044 11.278 -23.247 0.130
H -0.955 8.988 -22.175 0.126
H -1.516 9.237 -23.868 0.113
H -4.451 8.809 -21.386 0.080
H -2.989 8.398 -20.618 0.087
H -3.421 7.646 -22.175 0.087
H -1.582 11.548 -24.771 0.021
H -1.411 12.876 -23.879 0.084



# 2
39
Properties=species:S:1:pos:R:3:lowdin_charge:R:1 method="wB97M-V/def2-TZVPD" e_lumo_ev="-3.7 / -3.7" total_charge=+1 multiplicity=4 homo_energy_ev="-8.4 / -8.6" s_squared=3.79
O 0.639 3.621 0.985 0.045
H 0.113 4.413 1.267 0.206
Cr -1.327 0.311 -0.772 0.468
N -1.798 -0.018 -2.654 -0.138
N 0.395 -0.492 -1.407 -0.129
O -2.864 0.327 -3.517 -0.057
O 1.573 -0.900 -0.707 -0.086
C -1.047 -0.986 -3.175 -0.297
C 0.111 -1.347 -2.395 -0.290
C -1.548 -1.677 -4.373 -0.018
C 0.900 -2.583 -2.432 -0.026
H -2.365 -1.088 -4.797 0.078
H -1.912 -2.670 -4.061 0.105
H -0.737 -1.814 -5.096 0.096
H 0.674 -3.156 -1.501 0.064
H 1.975 -2.367 -2.519 0.098
H 0.598 -3.168 -3.306 0.088
H -3.354 1.041 -3.061 0.112
H 2.007 -0.074 -0.416 0.091
O -0.001 -3.551 0.103 -0.078
H -0.305 -2.709 0.519 -0.040
H 0.740 -3.851 0.632 0.058
C 2.040 3.686 0.790 0.002
H 2.499 4.270 1.597 0.122
H 2.280 4.132 -0.178 0.114
H 2.361 2.630 0.786 0.102
O -1.221 2.158 -0.539 -0.420
H -0.012 3.061 0.366 0.145
H -1.365 2.712 -1.335 0.020
N 1.252 0.124 2.612 0.047
N 0.094 0.866 2.921 -0.072
C -1.096 0.575 2.381 -0.761
N -2.056 1.511 2.579 0.104
S -1.389 -0.736 1.305 0.742
H 0.940 -0.651 1.998 0.042
H 1.892 0.735 2.093 0.070
H 0.179 1.455 3.756 0.164
H -2.972 1.354 2.172 0.112
H -1.992 2.166 3.353 0.118



# 3
31
Properties=species:S:1:pos:R:3:lowdin_charge:R:1 method="wB97M-V/def2-TZVPD" e_lumo_ev=-2.8 total_charge=+1 multiplicity=1 homo_energy_ev=-12.6
N -0.505 1.278 -1.104 0.230
C -0.141 -0.127 -0.409 -0.170
C 1.308 -0.455 -0.712 -0.414
C 2.357 0.493 -0.158 -0.067
C 1.718 -1.866 -0.199 -0.037
C -0.629 -0.016 1.075 -0.179
N -1.735 1.030 1.092 -0.133
C -3.024 0.194 1.298 -0.083
H -0.047 2.009 -0.776 0.085
H -1.498 1.539 -1.023 0.162
H -0.400 1.303 -2.071 0.040
H -0.923 -0.864 -0.774 0.168
H 1.377 -0.338 -1.708 0.081
H 2.041 0.720 0.855 0.064
H 2.382 1.490 -0.686 0.091
H 3.383 0.040 -0.293 0.116
H 0.798 -2.562 -0.122 0.110
H 2.006 -1.685 0.943 0.106
H 2.485 -2.235 -0.821 0.063
H -0.977 -1.043 1.428 0.124
H 0.177 0.393 1.757 0.115
H -1.613 1.886 1.628 0.107
H -3.248 -0.331 0.364 0.074
H -3.010 -0.390 2.205 0.071
H -3.863 0.954 1.328 0.093
H 1.125 -2.635 3.323 0.089
H 1.268 -1.055 3.205 0.037
O 0.701 -1.798 2.982 -0.085
H 0.436 1.807 -4.001 0.035
H -0.726 0.881 -4.301 0.050
O -0.080 1.127 -3.701 0.056



# 4
39
Properties=species:S:1:pos:R:3:lowdin_charge:R:1 method="wB97M-V/def2-TZVPD" e_lumo_ev=-3.0 total_charge=+1 multiplicity=1 homo_energy_ev=-7.7
O 2.280 1.489 -1.944 -0.110
H 3.095 2.019 -1.924 0.112
Y 0.878 -0.556 0.417 1.187
N -1.194 -0.465 -0.432 -0.220
N 0.892 -1.045 -1.799 -0.232
O -2.311 -0.143 0.396 -0.137
O 2.067 -1.035 -2.576 -0.114
C -1.429 -0.828 -1.723 -0.361
C -0.279 -1.224 -2.452 -0.346
C -2.791 -0.985 -2.286 -0.058
C -0.347 -1.793 -3.820 -0.045
H -3.525 -0.248 -1.932 0.076
H -3.171 -2.002 -2.080 0.095
H -2.750 -0.878 -3.382 0.083
H 0.651 -2.064 -4.172 0.073
H -0.789 -1.085 -4.534 0.084
H -0.976 -2.694 -3.833 0.085
H -3.083 -0.551 -0.050 0.083
H 2.353 -0.068 -2.498 0.058
O 1.105 -2.846 1.203 -0.130
H 1.309 -3.573 0.584 0.099
H 1.822 -2.836 1.874 0.043
C 1.640 1.492 -0.552 -0.149
H 2.330 0.931 0.143 0.017
H 0.586 1.156 -0.739 0.067
H 1.591 2.520 -0.178 0.110
O -2.540 2.919 1.568 -0.074
H -3.062 2.417 0.906 0.054
H -2.448 3.805 1.164 0.062
N -0.453 0.559 2.134 -0.010
N 0.244 0.845 3.345 -0.032
C 1.555 0.612 3.536 -0.774
N 2.055 1.106 4.689 0.109
S 2.632 -0.254 2.508 0.673
H -1.246 -0.068 2.339 0.119
H -0.941 1.419 1.813 0.091
H -0.275 1.368 4.057 0.173
H 3.048 1.001 4.858 0.110
H 1.478 1.582 5.373 0.127



# 5
32
Properties=species:S:1:pos:R:3:lowdin_charge:R:1 method="wB97M-V/def2-TZVPD" e_lumo_ev="3.5 / 3.3" total_charge=-1 multiplicity=2 homo_energy_ev="0.5 / -6.5" s_squared=0.75
C -1.451 -0.592 -0.660 -0.130
C -2.033 0.821 -0.750 -0.463
C -2.010 1.441 0.647 -0.209
C -0.666 1.867 1.200 -0.136
C -0.223 1.312 2.332 -0.197
C 1.066 1.705 3.000 -0.173
N -3.448 0.795 -1.187 0.002
H -2.158 -1.381 -0.430 0.053
H -1.116 -0.901 -1.650 0.042
H -0.694 -0.716 0.116 0.034
H -1.601 1.413 -1.503 0.084
H -2.532 0.786 1.339 0.106
H -2.690 2.299 0.698 0.106
H -0.204 2.689 0.669 0.101
H -0.758 0.450 2.690 0.083
H 1.180 2.764 3.224 0.063
H 1.274 1.099 3.872 0.050
H 1.893 1.556 2.288 0.047
H -3.482 0.359 -2.107 0.056
H -3.998 0.095 -0.677 0.064
H 1.569 -0.585 -0.521 -0.031
H 2.519 0.616 -0.438 0.005
O 2.401 -0.240 -0.890 -0.141
H 2.556 -2.751 -1.229 0.009
H 3.454 -2.246 -0.089 -0.011
O 3.208 -3.032 -0.564 -0.126
H 0.015 2.152 -1.625 -0.025
H 0.652 1.232 -2.577 0.015
O 0.834 2.063 -2.115 -0.091
H 0.349 -4.017 0.429 -0.016
H 1.818 -4.330 -0.044 -0.020
O 0.903 -4.648 -0.034 -0.150



# 6
34
Properties=species:S:1:pos:R:3:lowdin_charge:R:1 method="wB97M-V/def2-TZVPD" e_lumo_ev=0.3 total_charge=0 multiplicity=1 homo_energy_ev=-9.5
O 1.422 3.282 -1.079 0.011
C 1.499 2.679 -0.024 -0.362
N 0.543 1.841 0.439 0.059
C 0.865 0.821 1.479 -0.356
C 1.444 -0.435 0.826 -0.149
C 0.598 -1.682 0.975 -0.163
C 0.979 -2.881 0.545 -0.009
C 1.688 1.443 2.592 -0.066
H 2.410 2.788 0.570 0.124
H -0.245 1.632 -0.146 0.087
H -0.092 0.584 1.955 0.124
H 1.774 -0.227 -0.194 0.115
H 2.405 -0.690 1.289 0.122
H -0.146 -1.626 1.763 0.103
H 1.551 -3.193 -0.308 0.055
H 0.364 -3.664 0.982 0.071
H 1.852 0.792 3.452 0.085
H 2.661 1.811 2.278 0.067
H 1.145 2.296 3.007 0.090
H -2.177 0.215 -0.389 0.019
H -2.624 0.452 1.020 0.062
O -2.948 0.530 0.115 -0.053
H -2.482 -2.577 -1.495 0.060
H -3.112 -1.416 -0.651 0.039
O -2.321 -1.951 -0.780 -0.062
H -1.612 2.238 -1.893 0.010
H -2.896 1.688 -1.482 0.000
O -2.469 2.024 -2.282 -0.061
H 0.584 -3.267 -1.813 0.008
H -0.579 -2.194 -1.500 -0.020
O -0.154 -2.761 -2.155 -0.067
H -0.308 0.811 -2.979 0.072
H 0.477 -0.072 -2.075 0.044
O -0.095 0.708 -2.042 -0.058



# 7
47
Properties=species:S:1:pos:R:3:lowdin_charge:R:1 method="wB97M-V/def2-TZVPD" e_lumo_ev=1.7 total_charge=-1 multiplicity=1 homo_energy_ev=-5.1
N -4.474 -0.408 1.927 -0.191
P -2.970 -0.155 2.181 0.418
O -2.689 1.394 2.607 -0.193
O -2.119 -0.444 0.799 -0.249
Si -2.117 -1.417 3.858 0.579
O -1.491 -2.904 3.288 -0.395
Si -0.015 -2.836 2.612 0.511
S 1.625 -2.469 4.065 0.572
O 1.204 -2.406 5.432 -0.317
O 2.593 -3.519 3.871 -0.358
C 2.461 -0.870 3.574 -0.751
F 3.576 -0.681 4.259 0.152
F 2.802 -0.988 2.295 0.121
F 1.682 0.165 3.764 0.152
C -3.339 -1.554 5.304 -0.861
O -3.844 -0.437 5.562 -0.096
O -3.524 -2.619 5.877 -0.050
H -4.765 -1.116 2.595 -0.034
H -2.025 1.360 3.306 0.037
H -1.287 0.047 0.832 0.049
H -0.932 -0.642 4.338 -0.003
H 0.340 -4.094 1.943 -0.012
H 0.100 -1.776 1.593 -0.018
C 6.072 -3.557 2.494 -0.158
O 6.515 -2.287 2.965 -0.127
H 6.938 -4.107 2.133 0.073
H 5.600 -4.118 3.304 0.074
H 5.361 -3.431 1.673 0.075
H 5.741 -1.813 3.281 0.050
C -2.023 1.107 -2.814 -0.165
O -2.583 1.501 -1.565 -0.127
H -2.202 1.894 -3.537 0.066
H -0.945 0.954 -2.715 0.062
H -2.494 0.183 -3.165 0.080
H -2.414 0.792 -0.935 0.027
C 0.763 2.993 -4.037 -0.149
O -0.200 2.360 -4.872 -0.139
H 0.622 2.630 -3.022 0.069
H 1.778 2.751 -4.366 0.075
H 0.625 4.078 -4.049 0.080
H -0.066 2.692 -5.765 0.042
C -1.633 4.083 -8.619 -0.147
O -0.552 4.000 -7.693 -0.130
H -2.322 4.844 -8.263 0.079
H -1.267 4.367 -9.609 0.075
H -2.158 3.127 -8.684 0.079
H 0.051 3.327 -8.021 0.073



# 8
33
Properties=species:S:1:pos:R:3:lowdin_charge:R:1 method="wB97M-V/def2-TZVPD" e_lumo_ev=-3.1 total_charge=+1 multiplicity=1 homo_energy_ev=-12.9
C 1.222 1.687 -1.005 -0.158
C 2.251 -1.053 -2.009 -0.179
C 2.917 -0.108 0.983 -0.182
C -2.027 -2.220 0.795 -0.133
C -1.715 -0.180 -1.804 -0.136
C -1.836 0.780 1.198 -0.389
N -2.048 2.005 0.525 0.041
N 0.327 -0.722 0.404 -0.183
N -0.796 0.863 2.361 0.183
Si 1.754 -0.050 -0.487 0.469
Si -1.317 -0.594 -0.023 0.497
H 1.711 2.177 -1.889 0.068
H 0.203 1.575 -1.170 -0.052
H 1.448 2.488 -0.245 0.060
H 2.084 -2.166 -1.897 0.052
H 1.609 -0.696 -2.822 0.017
H 3.335 -1.045 -2.326 0.056
H 3.399 0.820 0.986 -0.005
H 2.529 -0.211 2.025 0.037
H 3.649 -0.966 0.919 0.059
H -2.550 -2.808 0.037 0.031
H -1.139 -2.798 1.042 0.021
H -2.709 -1.918 1.601 0.029
H -1.957 0.863 -1.883 0.020
H -0.772 -0.446 -2.314 0.033
H -2.595 -0.774 -2.119 0.056
H -2.816 0.599 1.656 0.126
H -2.608 2.743 0.819 0.073
H -1.261 2.388 0.052 0.055
H 0.384 -1.485 0.977 -0.004
H 0.085 0.726 1.883 0.081
H -0.906 1.714 2.841 0.129
H -0.924 -0.075 2.965 0.228



# 9
34
Properties=species:S:1:pos:R:3:lowdin_charge:R:1 method="wB97M-V/def2-TZVPD" e_lumo_ev=-2.3 total_charge=+1 multiplicity=1 homo_energy_ev=-12.9
C -0.544 0.754 3.082 -0.088
C -0.796 -0.614 2.407 -0.229
C 0.399 -1.050 1.543 -0.157
C 0.566 -0.169 0.365 -0.305
C 1.464 0.826 0.241 0.118
C -1.458 0.109 -0.938 0.080
N -0.294 -0.457 -0.769 0.074
H 0.268 0.742 3.770 0.070
H -0.323 1.482 2.368 0.029
H -1.402 1.130 3.633 0.079
H -0.989 -1.334 3.176 0.094
H -1.787 -0.585 1.812 0.117
H 1.310 -1.007 2.159 0.128
H 0.223 -2.129 1.229 0.143
H 1.584 1.438 -0.614 0.060
H 2.097 1.092 1.050 0.073
H -2.058 -0.032 -1.853 0.121
H -1.888 0.771 -0.126 0.144
H 0.119 -1.075 -1.486 0.102
H 1.856 -2.106 -2.428 0.009
H 0.703 -3.085 -2.631 0.020
O 0.884 -2.198 -2.527 -0.022
H -0.848 2.616 -2.604 0.124
H -0.508 2.731 -1.034 -0.022
O -0.635 2.109 -1.748 -0.083
H 4.036 -2.764 -1.860 0.097
H 4.001 -1.500 -2.779 0.075
O 3.501 -1.966 -2.095 -0.046
H 0.688 4.202 0.473 0.066
H -0.764 4.712 0.310 0.087
O -0.189 3.930 0.190 -0.043
H -3.325 -2.224 -0.027 0.054
H -3.102 -2.419 -1.533 0.078
O -2.786 -1.930 -0.754 -0.046



# 10
34
Properties=species:S:1:pos:R:3:lowdin_charge:R:1 method="wB97M-V/def2-TZVPD" e_lumo_ev=-3.0 total_charge=+1 multiplicity=1 homo_energy_ev=-12.3
C 0.311 -1.099 0.851 -0.207
O -0.905 -1.377 1.472 -0.069
C 0.127 0.100 -0.101 -0.255
C 0.902 -0.093 -1.378 -0.207
C 0.212 -0.504 -2.613 -0.123
C -1.091 -0.303 -2.736 -0.182
C -2.035 -0.759 -3.897 -0.081
N 0.404 1.468 0.604 0.173
H 0.795 -2.102 0.527 0.161
H 0.990 -0.797 1.669 0.121
H -1.407 -1.801 0.771 0.119
H -0.988 0.069 -0.362 0.147
H 1.575 0.853 -1.554 0.149
H 1.728 -0.798 -1.192 0.116
H 0.724 -0.847 -3.671 0.185
H -1.770 0.232 -2.115 0.080
H -1.915 -1.826 -4.161 0.075
H -3.111 -0.609 -3.588 0.089
H -1.574 -0.163 -4.700 0.078
H 0.297 2.391 -0.102 0.258
H 1.329 1.462 1.129 0.120
H -0.303 1.659 1.373 0.116
H 4.069 1.663 0.421 0.067
H 3.647 2.043 1.968 0.147
O 3.286 1.925 0.962 -0.133
H -2.076 -0.436 2.298 0.057
H -2.959 -0.435 3.466 -0.078
O -2.610 0.140 2.961 0.002
H -2.241 2.072 2.142 -0.032
H -2.393 3.398 1.652 0.076
O -1.875 2.609 1.513 -0.007
H 3.280 -1.988 1.995 0.053
H 2.714 -3.294 2.605 0.029
O 2.863 -2.851 1.788 -0.047



# 11
34
Properties=species:S:1:pos:R:3:lowdin_charge:R:1 method="wB97M-V/def2-TZVPD" e_lumo_ev=-2.8 total_charge=+1 multiplicity=1 homo_energy_ev=-12.5
O -3.126 0.239 -1.940 -0.028
C -3.003 1.516 -2.006 -0.197
C -2.669 2.057 -0.721 -0.177
C -1.083 2.406 -0.540 -0.155
C -0.302 2.037 0.837 -0.213
C -0.439 0.558 1.193 -0.141
C 0.149 -0.196 -0.134 -0.190
N 0.742 -1.491 -0.064 0.097
H -3.480 1.886 -2.892 0.122
H -2.990 1.504 0.211 0.128
H -3.184 3.063 -0.483 0.137
H -0.603 1.647 -1.235 0.080
H -0.778 3.501 -0.692 0.127
H -0.590 2.607 1.786 0.134
H 0.635 2.435 0.389 0.100
H -1.404 0.224 1.433 0.080
H 0.323 0.476 2.070 0.140
H -0.717 -0.188 -0.933 0.154
H 0.946 0.453 -0.372 0.080
H -0.007 -2.137 0.317 0.154
H 1.004 -2.015 -0.982 0.161
H 1.502 -1.664 0.676 0.154
H 3.909 2.708 -0.414 -0.039
H 3.537 1.391 -0.870 0.029
O 3.611 1.950 -0.129 0.050
H -1.574 -2.729 2.645 0.036
H -0.561 -3.633 3.072 -0.051
O -0.663 -2.909 2.627 0.055
H 1.121 -4.442 -0.580 0.063
H 2.033 -3.966 -1.989 0.104
O 1.380 -3.822 -1.258 -0.056
H 3.787 -0.549 0.883 0.073
H 2.858 0.250 1.655 -0.047
O 2.938 -0.541 1.323 0.036



# 12
33
Properties=species:S:1:pos:R:3:lowdin_charge:R:1 method="wB97M-V/def2-TZVPD" e_lumo_ev=0.3 total_charge=0 multiplicity=1 homo_energy_ev=-8.3
C 2.233 1.582 -1.030 -0.119
C 1.264 0.429 -1.272 -0.280
C 1.000 -0.322 -0.087 -0.354
C -0.149 -0.165 0.608 -0.138
C -0.587 -1.050 1.727 -0.114
C 1.766 -1.561 0.215 -0.070
H 2.808 1.300 -0.080 0.092
H 2.954 1.751 -1.974 0.105
H 1.747 2.607 -0.752 0.083
H 1.911 -0.195 -1.998 0.124
H 0.365 0.677 -1.846 0.111
H -0.882 0.622 0.406 0.084
H -1.645 -1.350 1.677 0.052
H -0.464 -0.492 2.651 0.065
H -0.028 -2.104 1.791 0.111
H 2.488 -1.737 -0.480 0.016
H 2.335 -1.657 1.086 0.079
H 1.033 -2.308 -0.131 0.099
H -3.116 1.660 0.653 0.008
H -3.783 0.512 1.570 0.025
O -3.028 1.044 1.387 -0.044
H -3.734 -2.368 -1.010 0.106
H -2.973 -3.535 -0.276 0.017
O -2.775 -2.728 -0.760 -0.113
H 1.771 -3.938 -2.234 0.014
H 1.580 -2.532 -2.400 0.067
O 2.294 -3.173 -2.127 -0.057
H -2.369 3.996 -0.385 -0.005
H -2.269 3.076 -1.281 0.108
O -3.060 3.511 -0.766 -0.063
H 0.571 2.467 1.856 0.045
H 1.383 2.954 3.130 0.062
O 1.359 3.030 2.131 -0.117



Number 1: total energy -570.4356 Ha. Number 2: total energy -2333.3870 Ha. Number 3: total energy -500.8849 Ha. Number 4: total energy -1327.3825 Ha. Number 5: total energy -596.8528 Ha. Number 6: total energy -747.3573 Ha. Number 7: total energy -2742.4341 Ha. Number 8: total energy -984.8854 Ha. Number 9: total energy -672.5035 Ha. Number 10: total energy -672.4101 Ha. Number 11: total energy -672.3855 Ha. Number 12: total energy -617.8726 Ha.